Record 1
Below is a molecular structure, C21H16CrN9O2S2, with properties calculated with ωB97M-V/def2-TZVPD.

Structure (XYZ):
```
51
Properties=species:S:1:pos:R:3:mulliken_charge:R:1
H -2.43155 2.51262 2.35405 0.173
C 2.69147 -0.09182 3.96603 -0.907
C 3.16160 -2.38409 -0.09230 0.276
C -2.42130 0.89824 -3.23162 -0.966
C 2.78172 -3.29408 -2.29196 -0.393
N -0.91164 4.02903 1.20516 -0.412
S 2.35875 0.63855 1.35525 -0.468
C 4.15808 -3.32820 0.12070 -0.792
C -1.96394 0.09433 -4.27038 -0.476
H -3.30271 0.70313 1.00718 0.242
H 5.24722 -4.98243 -0.69747 0.390
C 2.48280 -2.36498 -1.29794 0.310
H -0.46175 -1.34883 -4.82121 0.470
C 0.98300 -2.51843 6.23537 -0.212
H -1.69384 4.48937 1.63713 0.197
H -3.29024 1.52635 -3.38733 0.401
O 1.53106 1.88265 -1.12667 -0.492
N 0.68260 -3.15735 7.14101 -0.510
C -0.66889 0.11262 -1.72133 0.976
H 2.24042 -3.28573 -3.22341 0.420
C 3.77740 -4.22708 -2.06849 -0.640
H -1.99304 0.06253 1.87981 0.204
C 3.15099 -0.59359 6.29974 -0.232
H -0.18116 4.57777 0.77932 0.203
H 3.50630 0.61913 3.99389 0.535
C 4.47055 -4.24841 -0.86429 -0.495
H 2.92495 -1.66771 0.67567 0.049
H -2.19361 1.55339 -1.23025 0.188
N 1.41914 -1.38702 -1.51724 0.810
Cr 0.73112 0.08821 -0.20146 -0.314
C -0.85955 -0.70305 -4.05095 -0.711
N -0.07527 2.01350 0.26879 -0.129
H 4.01227 -4.94778 -2.84078 0.364
H 4.68315 -3.33421 1.06655 0.411
C -0.24324 -0.66803 -2.80196 -0.140
C -1.78507 0.90701 -1.99699 0.390
N 0.81818 2.68366 -0.51210 1.191
N 0.85763 -1.51832 -2.62707 -0.555
H -2.46337 0.09416 -5.22893 0.370
N 3.76726 -0.42019 7.25308 -0.514
C 1.96487 -0.26618 2.78495 0.393
H -0.19419 -2.64794 3.89064 0.517
C 2.38660 -0.81193 5.10419 0.494
S -0.03334 -1.45682 1.31953 -0.440
O 0.93658 3.88740 -0.59564 -0.766
N -2.31845 0.75993 1.22349 -0.357
N -1.96432 2.04687 1.58824 -0.271
C 0.90310 -1.18637 2.75931 0.957
C -0.97221 2.71703 0.97558 0.693
C 0.60982 -1.92561 3.91285 -0.915
C 1.33265 -1.74508 5.07652 0.483
```

Computed properties:
HOMO level (spin up / spin down) = -8.127 / -8.021 eV
Molar mass = 542.55 u
Multiplicity = 2
Energy above the lowest of the compared OMol25 structures with the same formula, charge and spin = 8.6 kcal/mol

Record 2
Below is 2 unconnected molecules or ions with the total composition C2H5NO4 in a non-equilibrium geometry, with properties calculated with ωB97M-V/def2-TZVPD.

Structure (XYZ):
```
12
Properties=species:S:1:pos:R:3:mulliken_charge:R:1
C -1.97409 0.10100 0.18052 -0.850
N 2.81932 -0.63112 -0.32740 0.304
H -2.03267 -0.92562 -0.16585 0.274
O 1.48390 -0.90096 -0.50332 -0.236
O -0.15915 -0.09985 1.80241 -0.553
H -2.06925 0.67711 -0.87916 0.246
H -2.79189 0.16749 0.91350 0.286
C -0.57039 0.39757 0.77434 0.675
O 3.54498 -0.93562 -1.23578 -0.363
H 0.55766 1.90383 0.71872 0.342
O -0.10133 1.47377 0.15486 -0.425
H 1.29291 -1.22758 -1.43284 0.302
```

Computed properties:
HOMO level = -10.414 eV
Molar mass = 107.06 u
SMILES string = CC(=O)O.O=NO
Energy above the lowest of the compared OMol25 structures with the same formula, charge and spin = 107.8 kcal/mol

Record 3
Below is 2 unconnected molecules or ions with the total composition C20H42FNO2, with properties calculated with ωB97M-V/def2-TZVPD.

Structure (XYZ):
```
66
Properties=species:S:1:pos:R:3:mulliken_charge:R:1
H -1.47677 -0.70032 -2.30268 -0.352
C -2.20281 0.52641 3.04343 0.060
H -4.68365 0.55492 -0.99372 0.412
H -2.61814 2.07401 0.68170 0.407
O 6.07911 0.78443 1.54681 -0.902
C -0.18920 -2.40900 -1.95779 -0.684
C 0.15765 1.17348 -3.05006 -0.140
F -2.42181 2.78146 3.73748 -0.336
H 1.17243 -0.02305 -0.87041 -0.983
C -0.73283 -1.28286 -2.85222 0.123
H 2.34451 2.09575 0.84479 0.177
C -3.48448 -1.03266 1.32473 -0.697
H -4.89810 0.43424 1.88664 0.417
H -0.79696 -3.90097 -0.54711 0.430
C -2.89560 -0.80235 2.71755 -1.010
C 2.19758 -0.69574 1.55951 -0.877
H -3.78309 1.97718 2.54238 0.188
C -1.38895 -2.01686 0.28220 -0.490
H -2.71360 1.88909 -1.06240 0.545
H -4.93128 1.85882 0.15716 0.449
H 7.29334 0.31201 -1.55415 0.291
H 3.65562 -0.49916 -0.02963 0.232
H 5.55433 1.51460 -0.33261 -0.151
H -1.51203 0.82494 2.25473 -0.181
C 1.21326 1.74794 -2.09867 -1.305
H -3.10575 -1.27874 -0.76562 0.574
H -0.83350 1.32616 -2.60443 -0.191
O -1.97106 0.27805 -0.04655 0.111
H 0.12652 -3.24035 -2.59320 0.463
H -1.54610 -2.62286 1.17615 0.598
H -2.14735 -3.16404 -1.39671 0.406
H 1.32602 -0.64393 -3.02240 0.519
H -5.43720 -0.58136 0.73726 0.433
C -1.18046 -2.95197 -0.92428 -1.420
C -3.15077 1.66296 3.38345 -0.469
H 2.73645 -1.32405 2.27140 0.480
H 0.18613 1.74994 -3.97756 0.367
H 0.39459 -0.41787 -4.47989 0.482
H -3.67688 -1.00121 3.46165 0.518
C 3.18742 0.12861 0.73420 -0.268
H 2.19539 1.70247 -2.57737 0.441
C 0.35025 -0.32146 -3.39389 -1.174
C 6.41414 1.13384 0.29809 0.107
H -2.16412 -1.59814 2.85272 0.491
H -1.25890 -1.74901 -3.68997 0.547
C 1.27153 1.05933 -0.73558 2.268
C -2.86442 1.36607 -0.11320 -0.586
C 2.55199 1.35173 0.06884 -1.015
N -4.62290 -0.04315 1.02887 0.067
H 6.32581 -0.84557 -0.60663 0.286
H 1.53030 -0.04234 2.13630 0.090
H 1.58640 -1.36567 0.94366 0.181
H 3.29712 1.79126 -0.59490 0.326
H 7.15161 1.98065 0.23499 0.267
H -3.79029 1.39904 4.23258 0.361
H -1.59695 0.36927 3.93746 0.512
H 0.71326 -2.07256 -1.44175 0.255
C -2.53025 -1.00649 0.13348 -0.072
C -4.33311 0.97384 -0.05436 -1.227
H 0.98172 2.80590 -1.93514 0.378
H 4.01002 0.47304 1.37692 0.378
H -0.48014 -1.43328 0.43753 -0.137
H -3.95363 -2.01811 1.31930 0.321
H 0.39786 1.37498 -0.15812 -0.438
C 7.03273 -0.01209 -0.53608 -1.130
H 7.93797 -0.37919 -0.04485 0.277
```

Computed properties:
HOMO level = -3.901 eV
Molar mass = 347.56 u
Energy above the lowest of the compared OMol25 structures with the same formula, charge and spin = 0.0 kcal/mol

Record 4
Below is a molecular structure, C2H5N2O3 in a non-equilibrium geometry, with properties calculated with ωB97M-V/def2-TZVPD.

Structure (XYZ):
```
12
Properties=species:S:1:pos:R:3:mulliken_charge:R:1
H 0.43223 1.34794 1.50666 0.282
H 0.98720 1.83243 -0.10810 0.409
N 1.62134 0.07650 0.78500 -0.668
H -1.08951 -0.96505 1.06116 0.272
O -0.82333 0.59395 -0.22839 -0.525
O 2.75130 0.48259 -1.09065 -0.687
H -1.91293 -1.09892 -0.47903 0.326
N 2.66493 -0.06637 0.06444 1.033
C -1.06747 -0.73953 0.05207 -0.777
H -0.37766 -1.28360 -0.51104 0.275
C 0.76750 1.07674 0.52220 -0.238
O 3.53761 -0.87898 0.38045 -0.702
```

Computed properties:
HOMO level = -4.459 eV
Molar mass = 105.07 u
Net charge = -1
Energy above the lowest of the compared OMol25 structures with the same formula, charge and spin = 173.7 kcal/mol

Record 5
Below is a molecular structure, C19H29FeO in a non-equilibrium geometry, with properties calculated with ωB97M-V/def2-TZVPD.

Structure (XYZ):
```
50
Properties=species:S:1:pos:R:3:mulliken_charge:R:1
H 2.09401 0.62967 1.26279 0.259
H -1.01418 1.26707 -0.52725 -0.089
H -3.57377 -0.64810 1.04503 0.555
H 1.62445 -0.69693 -3.98699 0.548
H -0.38619 3.32494 0.01325 0.214
C 1.90240 -2.45282 -1.98939 -3.290
H -2.72308 4.44634 0.23366 0.449
C 2.04591 -0.13710 -3.13756 -3.536
C 1.00007 0.60471 -2.32295 -1.241
H -2.26341 1.17449 0.84931 -0.163
C 0.31536 0.33619 2.62494 -1.037
C 0.23420 -1.95939 2.32022 -1.599
C 1.33835 -0.03963 1.67542 -0.281
C -0.89602 3.48070 2.09903 -1.449
C -1.38379 -1.72286 -1.30626 0.017
C 3.57360 -0.73953 -1.17984 -3.828
H 2.02610 -2.08731 1.01285 0.893
C -0.36445 -0.87189 3.02920 -0.596
H -0.49984 -3.50192 -0.26032 0.431
H 1.27312 1.63224 -2.06844 0.340
H -0.02426 -3.01421 2.45164 0.612
H -2.67732 2.99732 -0.86108 0.274
H -0.01149 0.54148 -2.72382 0.415
H 3.63032 0.27621 -0.78258 0.304
H -1.13315 4.55872 2.12307 0.465
O 1.17600 -0.27047 -1.18433 1.586
C -2.74098 -1.07229 0.47499 -0.345
C 2.24299 -0.99659 -1.85518 5.515
H -2.13990 -2.79491 1.80196 0.599
C -1.95769 -2.21953 0.89052 -1.361
H -2.70868 0.07983 -1.47779 0.232
H -3.33648 2.84731 0.77800 0.277
H 2.68847 -2.95812 -2.55844 1.035
H 3.70555 -1.45265 -0.36296 0.141
C -1.21346 1.43319 0.55156 -0.276
Fe -0.79766 -0.38644 1.00761 1.029
H 1.83888 -2.89994 -0.99702 -0.093
C -2.30470 -0.73217 -0.86286 -0.929
H 2.91701 0.46711 -3.41134 0.298
H -1.50423 2.95784 2.84871 0.192
H 0.15473 3.35910 2.36476 0.274
H 4.38611 -0.88068 -1.90141 0.713
C 1.30177 -1.46163 1.52540 -0.192
H 0.95185 -2.58628 -2.50413 -0.075
H -1.09411 -0.96764 3.83623 0.384
H -1.06168 -1.86485 -2.34252 0.652
C -1.15470 2.94183 0.70059 1.190
C -1.10754 -2.59070 -0.21698 -0.586
H 0.21161 1.29730 3.12360 0.663
C -2.56011 3.35297 0.17710 -1.588
```

Computed properties:
HOMO level (spin up / spin down) = 3.218 / -0.717 eV
Molar mass = 329.28 u
Net charge = -2
Multiplicity = 6

Record 6
Below is 2 unconnected molecules or ions with the total composition C4H14N3 in a non-equilibrium geometry, with properties calculated with ωB97M-V/def2-TZVPD.

Structure (XYZ):
```
21
Properties=species:S:1:pos:R:3:mulliken_charge:R:1
H 0.60848 2.37073 -3.47747 0.295
H -0.94454 -2.59193 -0.86627 0.176
H -2.54910 -1.21574 2.13066 0.186
H -2.43364 -2.58415 -0.00303 0.146
C 2.05731 2.03975 -1.78861 -0.261
H 1.06623 -1.35174 0.50496 0.216
N -1.54268 -1.25493 2.08054 -0.516
C 0.62265 0.44536 1.28256 -1.099
N 0.24404 -0.74117 0.51135 -0.228
C 0.78192 2.57253 -2.42314 -0.882
H -0.09088 2.30348 -1.82375 0.270
H 0.90827 0.20260 2.31882 0.385
H 2.92644 2.67510 -1.76700 0.379
H 0.76359 3.66145 -2.36400 0.266
H 1.55644 0.73841 0.84481 0.244
H 1.89171 1.67368 -0.77658 -0.239
N -1.51787 -2.20428 -0.14262 -0.379
H -0.11920 1.24360 1.25194 0.358
H -1.20430 -0.52296 2.68370 0.251
C -0.97071 -1.35552 0.80645 0.181
H 2.35607 1.11090 -2.28760 0.252
```

Computed properties:
HOMO level (spin up / spin down) = -4.365 / -8.990 eV
Molar mass = 104.18 u
Multiplicity = 2
Energy above the lowest of the compared OMol25 structures with the same formula, charge and spin = 9.0 kcal/mol

Q: molar mass of number 1 (C21H16CrN9O2S2)?
A: 542.55 u

Q: Among the records above, which one has the lowest molar mass?
A: C4H14N3

Q: Which value of molar mass does entry 3 give?
A: 347.56 u

Q: molar mass of number 1 (C21H16CrN9O2S2)?
A: 542.55 u